A molecular structure, C2HO2Ru in a non-equilibrium geometry, computed with ωB97M-V with the def2-TZVPD basis set.

The geometry in XYZ format:
```
6
Properties=species:S:1:pos:R:3:mulliken_charge:R:1
O -1.931 0.445 1.009 -0.1559
C -1.100 -0.023 0.299 0.6280
C 0.070 0.101 -0.394 0.1532
O 1.133 -0.642 -0.186 -0.5168
H -0.764 -0.135 -1.303 0.2367
Ru 2.591 0.254 0.576 0.6548
```

Summary:
- Highest occupied orbital energy (alpha / beta): -12.1 / -15.3 eV
- Net charge: +1
- ΔE to the lowest compared entry with this formula, charge and spin: 0.0 kcal per mole
- LUMO energy (alpha / beta): -5.8 / -8.8 eV
- 2S+1: 7

A molecular structure, C2HO2Sr in a non-equilibrium geometry, computed with ωB97M-V with the def2-TZVPD basis set.

The geometry in XYZ format:
```
6
Properties=species:S:1:pos:R:3:mulliken_charge:R:1
O 0.421 -0.986 1.922 -0.4618
C 0.204 -0.898 0.746 0.2613
C -0.297 0.040 -0.174 -0.0167
O 0.333 0.383 -1.247 -0.8190
H -0.889 -1.302 -0.016 0.0954
Sr 0.229 2.763 -1.232 0.9408
```

Summary:
- Highest occupied orbital energy (alpha / beta): -5.8 / -8.1 eV
- Net charge: 0
- LUMO energy (alpha / beta): -0.2 / -0.7 eV
- 2S+1: 2

A molecular structure, C2HO3Pt in a non-equilibrium geometry, computed with ωB97M-V with the def2-TZVPD basis set.

The geometry in XYZ format:
```
7
Properties=species:S:1:pos:R:3:mulliken_charge:R:1
C 1.391 -0.748 -0.213 -0.2602
O 0.162 -0.670 0.307 -0.3640
C -0.541 0.549 -0.287 0.6745
O 0.189 1.022 -1.138 -0.4878
O -1.314 0.957 0.592 -0.4627
Pt -1.121 -0.167 2.041 0.6004
H 1.233 -0.945 -1.303 0.2999
```

Summary:
- Highest occupied orbital energy (alpha / beta): -8.1 / -9.9 eV
- Net charge: 0
- ΔE to the lowest compared entry with this formula, charge and spin: 0.0 kcal per mole
- LUMO energy (alpha / beta): -1.5 / -1.7 eV
- 2S+1: 4

2 unconnected molecules or ions with the total composition C2HO3S2 in a non-equilibrium geometry, computed with ωB97M-V with the def2-TZVPD basis set.

The geometry in XYZ format:
```
8
Properties=species:S:1:pos:R:3:mulliken_charge:R:1
C -1.937 -1.792 -0.049 0.6969
C -1.840 0.037 0.145 0.2059
O -2.987 -2.135 0.325 -0.4977
O -0.979 -2.278 -0.523 -0.5519
O 0.219 1.352 0.342 -0.8123
S -2.664 0.838 -1.124 -0.1421
S -2.957 1.088 0.901 -0.1430
H 0.663 0.569 0.015 0.2441
```

Summary:
- Highest occupied orbital energy (alpha / beta): -4.5 / -4.5 eV
- Net charge: -1
- ΔE to the lowest compared entry with this formula, charge and spin: 101.8 kcal per mole
- LUMO energy (alpha / beta): 3.0 / 3.0 eV

A gas-phase ion, C2HO4S (charge -1) in a non-equilibrium geometry, computed with ωB97M-V with the def2-TZVPD basis set.

The geometry in XYZ format:
```
8
Properties=species:S:1:pos:R:3:mulliken_charge:R:1
O -2.054 -0.079 -0.591 -0.4812
C -0.957 0.189 -0.108 -0.1140
C -0.137 -0.973 0.189 0.6306
O -0.549 -2.125 0.300 -0.6028
O 1.203 -0.771 0.286 -0.2831
S 1.995 0.669 0.046 -0.0033
O 1.158 1.901 -0.141 -0.6496
H -0.659 1.190 0.019 0.5034
```

Summary:
- Highest occupied orbital energy (alpha / beta): -2.3 / -2.3 eV
- Net charge: -1
- ΔE to the lowest compared entry with this formula, charge and spin: 44.1 kcal per mole
- LUMO energy (alpha / beta): 3.6 / 3.6 eV
- SMILES string: O=CC(=O)OS[O-]

A molecular structure, C2HO4V in a non-equilibrium geometry, computed with ωB97M-V with the def2-TZVPD basis set.

The geometry in XYZ format:
```
8
Properties=species:S:1:pos:R:3:mulliken_charge:R:1
O -4.393 0.496 0.476 -0.0885
C -3.267 0.477 0.500 0.0851
H -0.412 -0.249 0.117 0.3602
O 0.118 -0.976 -0.441 -0.4113
C 1.339 -0.531 -0.350 1.0478
O 1.825 0.241 -1.237 -0.5726
O 1.628 -0.180 0.861 -0.6702
V 3.161 0.723 0.073 1.2495
```

Summary:
- Highest occupied orbital energy (alpha / beta): -15.2 / -16.1 eV
- Net charge: +1
- ΔE to the lowest compared entry with this formula, charge and spin: 0.0 kcal per mole
- LUMO energy (alpha / beta): -6.4 / -6.3 eV
- 2S+1: 4

A gas-phase ion, C2HOS2 (charge -1) in a non-equilibrium geometry, computed with ωB97M-V with the def2-TZVPD basis set.

The geometry in XYZ format:
```
6
Properties=species:S:1:pos:R:3:mulliken_charge:R:1
O -1.431 0.208 -1.281 -0.5528
C -0.862 0.050 -0.252 0.3836
S -1.455 -0.358 1.300 -0.4752
C 0.693 -0.008 -0.064 -0.3141
S 1.882 1.019 0.638 -0.3119
H 1.172 -0.911 -0.342 0.2705
```

Summary:
- Highest occupied orbital energy: -3.7 eV
- Net charge: -1
- ΔE to the lowest compared entry with this formula, charge and spin: 1.8 kcal per mole
- LUMO energy: 3.6 eV
- SMILES string: [O-]C(=S)C=S

A molecular structure, C2I3N in a non-equilibrium geometry, computed with ωB97M-V with the def2-TZVPD basis set.

The geometry in XYZ format:
```
6
Properties=species:S:1:pos:R:3:mulliken_charge:R:1
C 1.580 -0.080 0.637 -0.0555
C -0.806 0.060 -0.288 -0.4911
N 2.708 -0.063 0.804 -0.3745
I -1.789 0.371 1.544 0.2960
I -0.848 -1.901 -1.032 0.3020
I -0.846 1.614 -1.666 0.3232
```

Summary:
- Highest occupied orbital energy (alpha / beta): -9.7 / -9.7 eV
- Net charge: 0
- ΔE to the lowest compared entry with this formula, charge and spin: 80.4 kcal per mole
- LUMO energy (alpha / beta): -2.8 / -2.8 eV

A molecular structure, C2I3O2 in a non-equilibrium geometry, computed with ωB97M-V with the def2-TZVPD basis set.

The geometry in XYZ format:
```
7
Properties=species:S:1:pos:R:3:mulliken_charge:R:1
C -1.216 0.658 1.609 0.6666
C 0.616 -0.478 -0.677 -0.5952
O -1.149 -0.489 1.615 -0.3138
O -1.234 1.764 1.744 -0.3168
I -0.062 -2.205 -1.786 -0.0910
I 0.185 1.295 -2.092 -0.1865
I 2.861 -0.546 -0.412 -0.1634
```

Summary:
- Highest occupied orbital energy (alpha / beta): -3.7 / -3.7 eV
- Net charge: -1
- ΔE to the lowest compared entry with this formula, charge and spin: 14.7 kcal per mole
- LUMO energy (alpha / beta): 2.9 / 2.9 eV

2 unconnected molecules or ions with the total composition C2IN2P, computed with ωB97M-V with the def2-TZVPD basis set.

The geometry in XYZ format:
```
6
Properties=species:S:1:pos:R:3:mulliken_charge:R:1
C -0.102 -1.403 0.293 0.3018
C -1.869 2.062 -0.643 0.1480
N -0.987 -1.900 -0.257 -0.3176
N -0.812 1.709 -0.340 -0.1572
P 1.384 -1.081 1.142 -0.0566
I 2.385 0.613 -0.195 0.0815
```

Summary:
- Highest occupied orbital energy (alpha / beta): -8.9 / -10.2 eV
- Net charge: 0
- ΔE to the lowest compared entry with this formula, charge and spin: 89.5 kcal per mole
- LUMO energy (alpha / beta): -4.5 / -2.3 eV

2 unconnected molecules or ions with the total composition C2INO3 in a non-equilibrium geometry, computed with ωB97M-V with the def2-TZVPD basis set.

The geometry in XYZ format:
```
7
Properties=species:S:1:pos:R:3:mulliken_charge:R:1
C 0.620 -1.921 1.320 0.5728
C 0.381 -0.626 -0.958 0.4840
N 0.003 -1.247 -0.044 -0.2572
O 0.143 -1.368 2.290 -0.6011
O 1.330 -2.830 1.098 -0.5379
O 0.788 -0.089 -2.217 -0.6606
I -3.264 8.081 -1.489 -1.0000
```

Summary:
- Highest occupied orbital energy: -1.8 eV
- Net charge: -2
- ΔE to the lowest compared entry with this formula, charge and spin: 37.7 kcal per mole
- LUMO energy: 5.4 eV

2 unconnected molecules or ions with the total composition C2IO2S in a non-equilibrium geometry, computed with ωB97M-V with the def2-TZVPD basis set.

The geometry in XYZ format:
```
6
Properties=species:S:1:pos:R:3:mulliken_charge:R:1
C 0.642 -0.377 -0.201 0.5794
C -1.805 1.103 -0.076 0.0315
O 0.477 -1.513 -0.144 -0.4201
O 0.176 0.712 -0.243 -0.4058
S -2.502 -0.041 0.640 -0.2129
I 3.011 0.117 0.025 -0.5721
```

Summary:
- Highest occupied orbital energy: -4.3 eV
- Net charge: -1
- ΔE to the lowest compared entry with this formula, charge and spin: 16.4 kcal per mole
- LUMO energy: 3.1 eV

A molecular structure, C2LiMgO4 in a non-equilibrium geometry, computed with ωB97M-V with the def2-TZVPD basis set.

The geometry in XYZ format:
```
8
Properties=species:S:1:pos:R:3:mulliken_charge:R:1
O 1.148 0.656 0.632 -0.7682
Li -0.615 0.971 1.270 0.8641
O 1.876 2.184 -0.842 -0.3072
O -0.029 2.489 0.303 -0.7730
C 1.064 1.833 0.052 1.0066
C -1.164 -1.256 0.348 0.0531
O -1.194 -2.388 0.293 -0.0642
Mg -1.085 -4.489 -2.056 -0.0112
```

Summary:
- Highest occupied orbital energy (alpha / beta): -7.2 / -7.2 eV
- Net charge: 0
- ΔE to the lowest compared entry with this formula, charge and spin: 72.7 kcal per mole
- LUMO energy (alpha / beta): -0.5 / -2.8 eV
- 2S+1: 2

A single C2N2O4 molecule in a non-equilibrium geometry, computed with ωB97M-V with the def2-TZVPD basis set.

The geometry in XYZ format:
```
8
Properties=species:S:1:pos:R:3:mulliken_charge:R:1
O 1.065 -1.771 -1.231 -0.3961
C 0.461 -1.007 -0.556 0.6164
N 0.028 -1.334 0.750 -0.1938
N -0.376 -0.487 1.563 0.1360
O -0.478 0.837 1.138 -0.1325
C -0.318 1.201 -0.148 0.6612
O -0.525 2.311 -0.526 -0.4410
O 0.142 0.250 -0.989 -0.2502
```

Summary:
- Highest occupied orbital energy: -12.1 eV
- Net charge: 0
- ΔE to the lowest compared entry with this formula, charge and spin: 0.0 kcal per mole
- LUMO energy: -1.8 eV
- SMILES string: O=c1nnoc(=O)o1

A single C2N2S2 molecule in a non-equilibrium geometry, computed with ωB97M-V with the def2-TZVPD basis set.

The geometry in XYZ format:
```
6
Properties=species:S:1:pos:R:3:mulliken_charge:R:1
N -0.100 -2.302 -0.409 -0.3093
C -0.530 -1.320 -0.755 0.3849
S -0.964 0.184 -1.401 -0.0647
S -0.995 0.935 0.895 -0.0516
C 0.732 1.195 0.934 0.3487
N 1.857 1.307 0.737 -0.3080
```

Summary:
- Highest occupied orbital energy: -10.9 eV
- Net charge: 0
- ΔE to the lowest compared entry with this formula, charge and spin: 19.7 kcal per mole
- LUMO energy: -2.9 eV
- SMILES string: N#CSSC#N

2 unconnected molecules or ions with the total composition C2N2S2 in a non-equilibrium geometry, computed with ωB97M-V with the def2-TZVPD basis set.

The geometry in XYZ format:
```
6
Properties=species:S:1:pos:R:3:mulliken_charge:R:1
C -0.802 1.445 0.665 0.4003
C 0.685 -1.622 -0.487 0.3848
N -1.886 1.221 0.966 -0.2722
N 0.584 -2.289 0.442 -0.2776
S 0.668 1.829 0.145 -0.1238
S 0.750 -0.585 -1.732 -0.1115
```

Summary:
- Highest occupied orbital energy (alpha / beta): -10.6 / -10.6 eV
- Net charge: 0
- ΔE to the lowest compared entry with this formula, charge and spin: 54.0 kcal per mole
- LUMO energy (alpha / beta): -4.7 / -4.7 eV

2 unconnected molecules or ions with the total composition C2N4O3 in a non-equilibrium geometry, computed with ωB97M-V with the def2-TZVPD basis set.

The geometry in XYZ format:
```
9
Properties=species:S:1:pos:R:3:mulliken_charge:R:1
C -0.717 1.567 -0.070 0.5114
C -1.035 -1.891 -0.227 0.6295
N -1.352 2.509 -0.194 -0.2970
N -1.426 -2.867 -0.803 -0.3655
N 0.090 0.582 -0.290 -0.2436
N 1.397 0.424 0.273 1.1543
O 1.979 1.380 0.735 -0.5370
O 1.805 -0.665 0.068 -0.5168
O -0.742 -1.040 0.508 -0.3353
```

Summary:
- Highest occupied orbital energy: -11.4 eV
- Net charge: 0
- ΔE to the lowest compared entry with this formula, charge and spin: 68.8 kcal per mole
- LUMO energy: -5.1 eV

2 unconnected molecules or ions with the total composition C2N6O2 in a non-equilibrium geometry, computed with ωB97M-V with the def2-TZVPD basis set.

The geometry in XYZ format:
```
10
Properties=species:S:1:pos:R:3:mulliken_charge:R:1
C 0.102 -1.145 -1.106 0.2475
C -0.482 -0.003 -0.515 0.0849
N 0.730 -1.907 -1.687 -0.3649
N -0.360 1.095 -1.136 0.7093
N 2.660 -0.204 1.972 -0.1360
N -0.121 1.955 -1.799 -0.5830
N 2.085 0.422 1.275 0.1426
N -1.353 -0.064 0.721 1.0233
O -1.806 -1.107 1.019 -0.5576
O -1.454 0.958 1.257 -0.5662
```

Summary:
- Highest occupied orbital energy: -10.4 eV
- Net charge: 0
- ΔE to the lowest compared entry with this formula, charge and spin: 0.7 kcal per mole
- LUMO energy: -1.3 eV

A molecular structure, C2Na9O6 in a non-equilibrium geometry, computed with ωB97M-V with the def2-TZVPD basis set.

The geometry in XYZ format:
```
17
Properties=species:S:1:pos:R:3:mulliken_charge:R:1
Na -2.954 16.280 -5.146 0.8721
Na 2.051 18.732 -7.459 0.8445
Na -1.137 15.293 -7.629 1.0037
Na 3.374 18.373 -3.985 0.9631
Na -2.614 20.406 -5.168 0.8239
Na -1.816 18.565 -7.566 1.2324
Na 0.240 16.403 -2.850 0.9478
Na -0.556 21.213 -7.343 0.9175
Na 1.432 15.340 -5.610 0.8538
C 4.193 17.124 -6.520 0.9873
O 4.498 17.246 -7.662 -0.4158
O 3.161 17.190 -6.005 -0.6334
O 4.975 17.426 -5.665 -0.3791
C 0.182 18.208 -5.364 -0.3672
O 0.992 18.180 -4.383 -0.8867
O -0.302 17.139 -5.635 -1.0897
O -0.354 19.275 -5.754 -0.6744
```

Summary:
- Highest occupied orbital energy: -20.9 eV
- Net charge: +5
- ΔE to the lowest compared entry with this formula, charge and spin: 75.2 kcal per mole
- LUMO energy: -18.5 eV

2 unconnected molecules or ions with the total composition C2O2S in a non-equilibrium geometry, computed with ωB97M-V with the def2-TZVPD basis set.

The geometry in XYZ format:
```
5
Properties=species:S:1:pos:R:3:mulliken_charge:R:1
C -0.979 -0.742 0.373 0.6729
C 2.451 0.789 0.469 0.0697
O -1.208 -0.779 -0.741 -0.3493
O -0.803 -0.667 1.497 -0.3180
S 1.943 0.204 -0.824 -0.0752
```

Summary:
- Highest occupied orbital energy: -11.3 eV
- Net charge: 0
- ΔE to the lowest compared entry with this formula, charge and spin: 36.4 kcal per mole
- LUMO energy: -0.1 eV